{
  "formula": "C4H12O",
  "method": "the ωB97M-V functional and the def2-TZVPD basis",
  "e_lumo_ev": 0.94,
  "total_energy_ev": -6389.3031,
  "relative_energy_kcal_mol": 18.9,
  "smiles": "CCC.CO",
  "species": ["C", "O", "H", "H", "H", "H", "C", "C", "C", "H", "H", "H", "H", "H", "H", "H", "H"],
  "coordinates": [[-1.540, -0.380, -2.232], [-2.522, 0.340, -1.494], [-2.879, -0.183, -0.766], [-0.866, 0.327, -2.697], [-0.880, -0.845, -1.492], [-1.991, -1.100, -2.911], [1.252, -0.235, 0.789], [2.011, -0.830, 2.002], [0.891, 1.234, 0.958], [1.962, -0.377, -0.025], [0.308, -0.775, 0.696], [2.710, -0.110, 2.414], [2.533, -1.730, 1.736], [0.553, 1.700, 0.041], [0.189, 1.332, 1.768], [1.258, -0.992, 2.781], [1.752, 1.800, 1.325]]
}